C7H14N5O | ωB97M-V/def2-TZVPD

Output
* energy: -623.83118 Ha
* SMILES: CCN(CCn1cnn[nH+]1)C(C)=O
* charge: +1
* maximum force: 0.8 eV/Å
* LUMO energy: -4.666 eV

Geometry as XYZ:
```
27
C7H14N5O, DFT ωB97M-V/def2-TZVPD
C -0.776 0.914 2.411
C 0.053 1.464 1.260
N -0.140 0.718 -0.017
C 1.094 0.425 -0.720
C 1.724 -0.840 -0.121
N 0.718 -1.915 -0.046
C 0.066 -2.430 0.989
N -0.822 -3.336 0.563
N -0.724 -3.386 -0.740
N 0.192 -2.531 -1.104
C -1.226 1.247 -0.774
C -0.994 1.674 -2.200
O -2.301 1.361 -0.244
H -1.779 0.660 2.076
H -0.315 0.024 2.844
H -0.872 1.658 3.202
H 1.113 1.395 1.514
H -0.175 2.520 1.100
H 0.908 0.250 -1.777
H 1.840 1.223 -0.642
H 2.053 -0.682 0.902
H 2.548 -1.209 -0.732
H 0.248 -2.124 2.006
H 0.439 -2.382 -2.075
H -1.799 2.351 -2.466
H -1.050 0.807 -2.864
H -0.022 2.144 -2.346
```

For reference, the Löwdin charges in units of e are: atom 1 (C): -0.065, atom 2 (C): -0.190, atom 3 (N): -0.082, atom 4 (C): -0.170, atom 5 (C): -0.045, atom 6 (N): -0.023, atom 7 (C): -0.030, atom 8 (N): 0.113, atom 9 (N): 0.111, atom 10 (N): 0.107, atom 11 (C): -0.472, atom 12 (C): 0.011, atom 13 (O): 0.115, atom 14 (H): 0.075, atom 15 (H): 0.055, atom 16 (H): 0.087, atom 17 (H): 0.113, atom 18 (H): 0.132, atom 19 (H): 0.108, atom 20 (H): 0.143, atom 21 (H): 0.137, atom 22 (H): 0.142, atom 23 (H): 0.147, atom 24 (H): 0.206, atom 25 (H): 0.099, atom 26 (H): 0.092, atom 27 (H): 0.085

C7H14NO | ωB97M-V/def2-TZVPD

Output
* energy: -404.76040 Ha
* SMILES: C/C=[N+](\C=C/OC)CC
* charge: +1
* maximum force: 5.8 eV/Å
* LUMO energy: -4.171 eV

Geometry as XYZ:
```
23
C7H14NO, DFT ωB97M-V/def2-TZVPD
C -1.021 -1.491 1.459
C -0.516 -0.980 0.114
N 0.544 -0.309 -0.102
C 1.273 0.217 0.914
C 0.818 0.901 1.932
O -0.471 1.508 1.995
C -1.202 1.739 0.822
C 1.148 -0.113 -1.404
C 0.384 -0.478 -2.688
H -2.010 -0.919 1.459
H -1.203 -2.489 1.388
H -0.288 -1.133 2.332
H -0.988 -1.326 -0.850
H 2.327 -0.024 0.709
H 1.524 1.221 2.714
H -2.012 2.477 1.108
H -0.595 1.970 0.052
H -1.788 0.813 0.371
H 1.424 0.919 -1.556
H 2.036 -0.762 -1.410
H -0.468 0.240 -2.949
H 1.042 -0.450 -3.597
H 0.044 -1.531 -2.813
```

For reference, the Löwdin charges in units of e are: atom 1 (C): 0.025, atom 2 (C): -0.048, atom 3 (N): -0.114, atom 4 (C): -0.101, atom 5 (C): -0.037, atom 6 (O): -0.088, atom 7 (C): -0.076, atom 8 (C): -0.163, atom 9 (C): -0.081, atom 10 (H): 0.125, atom 11 (H): 0.052, atom 12 (H): 0.143, atom 13 (H): 0.164, atom 14 (H): 0.160, atom 15 (H): 0.157, atom 16 (H): 0.142, atom 17 (H): 0.052, atom 18 (H): 0.107, atom 19 (H): 0.135, atom 20 (H): 0.148, atom 21 (H): 0.111, atom 22 (H): 0.102, atom 23 (H): 0.086